# 1
C45H54O4 | wB97M-V/def2-TZVPD

**Frontier orbital gap**: 0.3417 Ha
**SMILES**: COCCC[C@H](C[C@H](C)O)OC=O.c1ccccc1.c1ccccc1.c1ccccc1.c1ccccc1.c1ccccc1.c1ccccc1
**Net charge**: 0
**LUMO energy**: 0.22 eV
**HOMO level**: -9.1 eV
**Relative energy (zero: lowest compared OMol25 entry of this formula, charge and spin)**: 292.0 kJ/mol

Atoms and positions in Å:
H -3.862256 -1.909847 0.740574
O -1.209136 2.705165 0.667718
H -3.083590 -1.066326 -0.789125
H -6.386906 4.633646 6.427693
O -1.909720 0.091729 5.152984
C -5.101678 -1.766209 -1.778558
H -0.096996 8.732235 2.079508
C 2.166883 -5.743951 -3.947966
H -5.970359 -2.178186 -2.451101
C -1.536160 4.254813 -4.309076
H 4.811908 -3.259898 5.637168
H -2.848907 2.572404 5.121040
H 0.204517 -2.123088 0.457270
H -0.846303 8.024024 -4.895376
H 6.260826 -8.421254 -4.563112
H 1.767941 -2.363192 -2.093493
C -3.913058 1.668630 6.761873
C 1.711597 9.782243 1.561622
H 4.552840 -1.100456 6.832018
H 2.280771 -6.688675 -4.472288
C -0.784207 1.417948 0.051621
C 3.073057 -4.025535 -2.512135
O -4.206407 -2.849759 -1.255759
C -1.172954 -0.724558 1.614871
H -1.730040 0.849652 -0.402268
H -3.216284 0.839665 6.859197
H -0.738813 7.085404 -2.600603
H 3.051522 9.946526 -1.559953
H 0.315748 0.700505 -1.881002
H 0.948527 0.005527 0.803878
H 2.941897 -4.155064 4.273165
H -0.683785 -2.938717 1.910013
H -2.152491 -3.952874 0.396878
C 0.590292 9.001875 1.281501
H -2.713304 0.805976 3.290582
O -1.019829 -0.833706 3.104048
H -1.381783 -3.036433 -1.075832
H -0.527876 7.965669 -0.240981
C 4.791589 -10.664511 -6.654993
C -0.979815 6.439712 -3.441525
H -5.178844 0.994651 8.370200
H -0.433563 3.154038 1.131049
H 4.150781 -5.793508 -3.108285
C 1.485992 -1.285770 5.373900
C -3.704675 2.643514 5.786616
H 0.808328 -2.897532 4.114945
C -0.072512 0.456830 1.177282
H -1.857461 4.141227 -6.436458
C 2.359656 9.684029 -0.763356
C 0.197235 1.713037 -1.263921
C 0.969015 -5.035550 -4.038665
C 2.828010 -3.210340 4.797487
C 1.630142 -2.501940 4.706789
C -5.015298 1.755696 7.611797
C -1.359410 6.141014 -5.808345
H -4.474139 -1.028677 -2.475410
C 2.595438 10.125613 0.538319
C -4.594689 3.711126 5.667004
H -1.412241 6.553343 -6.812555
C 5.493169 -9.062534 -4.988052
C -1.897345 -2.862843 -0.019401
H -4.430486 4.473106 4.909597
H -2.228848 -0.268445 1.441745
H -0.313480 2.547139 -1.906443
H -1.723415 3.197036 -4.145501
H 1.051462 8.564710 -2.059092
H 0.087830 1.142844 2.140481
C 0.824866 -3.819380 -3.371553
C -0.856198 -2.181833 1.003323
C 4.224376 -9.108681 -4.409647
H 4.005046 -8.506510 -3.532152
H -5.552061 -1.164216 -0.852684
C 5.775637 -9.839251 -6.111354
C 1.236322 8.906784 -1.044241
H -6.769386 2.886607 8.148015
C 3.218472 -5.239825 -3.182299
H 2.429068 0.170418 6.651961
H -1.173514 4.670944 -2.226156
C -1.042663 6.968245 -4.730574
H 6.763976 -9.801931 -6.562952
C -1.608126 4.785224 -5.596824
C 3.237618 -9.926888 -4.958880
C 1.878543 -3.312584 -2.610346
C 3.879599 -2.706215 5.563155
H 3.891713 -3.634066 -1.913436
C -5.908379 2.820455 7.488466
C 3.521262 -10.706403 -6.079892
C 0.349502 8.568074 -0.021821
C 3.734185 -1.491924 6.233319
H 3.467718 10.735725 0.755751
H 0.553287 -0.732698 5.301217
C -1.224835 5.083138 -3.230434
C -1.958443 0.065516 3.792069
H 2.246877 -9.957704 -4.512370
H 5.013657 -11.273642 -7.526792
H 1.897092 10.122997 2.576867
H -0.107840 -3.266308 -3.444237
C 2.539670 -0.778974 6.135108
C -3.317572 -2.121077 -0.292662
H 1.267277 1.990478 -0.862981
C -5.694844 3.800258 6.519343
H 2.752987 -11.346533 -6.505603
H 0.147201 -5.431142 -4.630509

Cartesian forces (eV/Å) of the 2 atoms listed first:
0.8398 -0.5539 -2.1405
1.2564 -1.0614 -0.1193

# 2
C45H55I2N2NaO5P | wB97M-V/def2-TZVPD

**Frontier orbital gap**: 0.2379 Ha
**Net charge**: -1
**LUMO energy**: 2.00 eV
**HOMO level**: -4.5 eV
**Relative energy (zero: lowest compared OMol25 entry of this formula, charge and spin)**: 139.0 kJ/mol

Atoms and positions in Å:
C -5.337727 -2.880444 -0.747444
C 2.552508 -4.322431 0.313788
C 2.653892 2.224599 -3.078167
H 3.054507 4.191886 -0.524756
C -4.845638 -0.179497 -2.530532
H 3.739125 0.146400 -0.976708
N -1.548389 0.120322 2.164819
H 3.791666 -0.435593 -4.895275
H -3.383427 -6.114030 -1.455569
H -3.024501 -1.430711 0.809641
I 3.812613 -3.319311 -1.055692
C 1.978453 4.340670 -0.444813
C 1.104033 3.160448 1.599846
C 0.834615 -5.552288 2.038912
H -1.469465 -2.283656 4.310162
H 2.704697 -0.803650 1.055929
H -2.262081 -3.924605 -1.645033
C 0.151462 4.301908 1.973742
C -4.727148 2.002439 -0.839786
H 5.729239 0.957812 2.405172
H -3.475940 0.796720 0.390297
H 3.857971 3.145845 1.418798
H 1.874779 6.471503 -0.100382
H 4.260903 0.799021 -2.971022
C -5.500696 0.989639 -2.861054
C -2.027372 -0.542733 3.199728
H 4.643460 2.502910 -0.838298
H 3.667385 -0.125437 3.252836
H -7.008780 -4.153714 -0.339987
H 4.814378 2.075261 3.426342
H -2.673847 -2.543645 3.028117
C -5.265663 -5.272929 -0.878564
I 2.658215 -7.934072 2.695934
H -2.968510 3.109312 2.693043
C 0.454094 -4.365244 1.454215
H 0.185983 -2.221545 2.586065
H -3.826239 1.898411 4.698981
H 2.683261 1.144954 2.529012
C 1.640950 -0.076787 -2.812827
H -5.946389 3.009431 -2.285089
H 3.059403 0.927233 -5.740282
H -1.456840 -3.694986 0.822564
O -1.275524 -0.557532 -2.040880
H 0.638249 1.752916 -2.438069
C -2.829985 0.073515 4.163491
H 0.155669 -6.041678 2.723744
H -5.754533 -6.231995 -0.783739
C -0.883810 -3.764915 1.754120
H -1.445286 1.850812 1.124099
H -3.189960 -0.482702 5.018789
H 5.651633 1.243841 -0.135206
C 2.947424 -5.499748 0.892063
H -1.427885 -4.426471 2.449005
H 2.460727 -0.668146 -2.402914
O -2.442118 -1.419664 0.043411
C 4.804356 1.535804 2.475955
C 3.131063 0.424419 -4.772281
C -1.865019 1.389564 2.005465
H 2.063862 3.325463 2.090222
O 1.012747 -2.593305 -0.031722
C -4.102529 -0.273497 -1.352522
H -5.892723 -1.974361 -0.547725
C -2.179512 -1.350828 -2.324328
C -5.445245 2.089427 -2.017815
H -0.875413 3.943134 1.932389
C -3.932164 -5.205487 -1.246780
H -0.393516 5.417486 0.197998
H 1.600303 4.563710 -1.445203
H 2.433313 5.560500 1.296102
H 4.479413 2.022888 -4.213560
H 0.704601 2.210394 1.956621
C -1.733687 -2.023856 3.262013
H -4.852795 -1.022513 -3.204391
C 1.653202 1.360938 -2.289869
O -2.402845 -1.982171 -3.342119
O 0.862913 0.442070 0.193763
H 5.615521 3.191830 1.344232
H 3.902930 -5.947857 0.660020
C 1.740930 -0.047586 -4.332446
C 3.612632 0.585406 2.424819
H 4.473766 -0.804018 1.031610
H 0.351280 4.606351 3.004383
C 4.747352 2.525954 1.318195
C 2.071223 -6.111303 1.768963
C 3.739183 1.374764 -3.735434
C 1.722161 5.550757 0.467555
N -0.758101 -2.417473 2.288834
Na -0.262287 -1.111000 -0.402956
P 1.821701 1.356027 -0.440622
C 0.307377 5.501326 1.029993
C -3.996747 -2.799814 -1.110690
C -2.695101 2.080001 2.878457
H 0.704982 -0.544408 -2.523998
H 0.074826 6.427189 1.559964
C 4.709245 1.789038 -0.015500
C 3.571315 0.775659 -0.092399
H 1.526831 -1.033029 -4.744992
C -3.176546 1.402628 3.989116
H 3.117823 2.968628 -2.431669
C -5.967634 -4.106873 -0.629694
H 0.266470 3.036806 -0.337060
H 0.975976 0.632782 -4.710497
C 1.281606 3.082925 0.086165
C 1.310201 -3.675402 0.538956
C -3.300092 -3.979987 -1.354612
H -4.677624 2.856253 -0.176084
C -3.253992 -1.486328 -1.120284
C -4.060967 0.835315 -0.512963
C 3.587833 -0.167040 1.104887
H -6.044366 1.057775 -3.793488
H 2.126432 2.767277 -3.867553

Cartesian forces (eV/Å) of the 2 atoms listed first:
0.1949 0.1929 -0.0069
0.4420 0.4494 -0.4739